The following is a quantum chemistry calculation of a single CH2N4O molecule at a distorted geometry, from the Open Molecules 2025 dataset.

CARTESIAN COORDINATES (ANGSTROEM)
C  0.4077  0.2384  -0.5884
H  1.7629  0.0781  -1.9891
H  -1.7867  0.2102  1.8540
N  1.0005  0.7123  -1.5161
N  0.3171  -1.1045  -0.1076
N  -0.3516  -1.1350  0.9136
N  -0.7675  0.0090  1.2475
O  -0.5825  0.9915  0.1860

Cartesian forces (eV/Å) of the 3 atoms listed first:
-3.4375 -1.3202 2.6589
-2.3401 1.3865 1.3791
4.0451 -1.1572 -2.6408

Results
SMILES: [H]/N=c1\nn[nH]o1
Electronic energy (eV): -9072.862
Energy relative to the best compared isomer or geometry (same formula, charge and spin) (kJ/mol): 331.5
HOMO-LUMO gap (eV): 9.99

Quick look at the Löwdin charges, all values in e: number 1, C, carries -0.492; number 2, H, carries 0.132; number 3, H, carries 0.267; number 4, N, carries 0.152; number 5, N, carries 0.061; number 6, N, carries -0.051; number 7, N, carries -0.062; number 8, O, carries -0.006



The following is a quantum chemistry calculation of a single CH2N4O2 molecule at a distorted geometry, from the Open Molecules 2025 dataset.

CARTESIAN COORDINATES (ANGSTROEM)
C  -0.7148  0.3139  -0.6985
H  0.4732  1.2004  1.1482
H  2.2752  0.6848  0.2828
N  1.2013  0.5880  0.6448
N  0.5760  -0.3668  -0.4084
N  -1.2453  -1.6129  0.2733
N  -1.8244  -0.5999  -0.1099
O  0.2627  -1.6029  0.1937
O  -1.0039  1.3955  -1.3261

Cartesian forces (eV/Å) of the 3 atoms listed first:
-1.9365 3.8190 -2.4924
2.3850 -0.7984 -1.4391
-4.0983 0.6924 1.6624

Results
SMILES: Nn1onnc1=O
Electronic energy (eV): -11118.582
Energy relative to the best compared isomer or geometry (same formula, charge and spin) (kJ/mol): 486.2
HOMO-LUMO gap (eV): 9.49

Quick look at the Löwdin charges, all values in e: number 1, C, carries -0.335; number 2, H, carries 0.118; number 3, H, carries 0.163; number 4, N, carries 0.024; number 5, N, carries -0.101; number 6, N, carries 0.066; number 7, N, carries 0.115; number 8, O, carries -0.100; number 9, O, carries 0.050